{"formula": "C22H44Cl6O8S4", "method": "ωB97M-V/def2-TZVPD", "smiles": "O=S1(=O)CCCC1.O=S1(=O)CCCC1.O=S1(=O)CCCC1.O=S1(=O)CCCC1.ClCCCl.ClCCCl.ClCCCl", "charge": 0, "total_energy_ha": -5820.43024, "lumo_ev": 0.132, "species": ["Cl", "Cl", "Cl", "Cl", "Cl", "Cl", "S", "S", "S", "S", "O", "O", "O", "O", "O", "O", "O", "O", "C", "C", "C", "C", "C", "C", "C", "C", "C", "C", "C", "C", "C", "C", "C", "C", "C", "C", "C", "C", "C", "C", "H", "H", "H", "H", "H", "H", "H", "H", "H", "H", "H", "H", "H", "H", "H", "H", "H", "H", "H", "H", "H", "H", "H", "H", "H", "H", "H", "H", "H", "H", "H", "H", "H", "H", "H", "H", "H", "H", "H", "H", "H", "H", "H", "H"], "coordinates": [[0.05, -3.67, 3.66], [0.62, 0.45, 1.60], [-1.49, -5.26, -1.11], [-3.57, -2.52, -0.61], [-2.12, -1.26, 3.32], [-1.65, 1.49, -0.93], [2.69, 4.61, 3.05], [4.08, -1.76, 1.80], [-0.08, 4.83, -3.03], [-1.69, -2.16, -5.21], [5.29, -1.55, 1.06], [-0.66, 5.00, -1.71], [2.84, -1.85, 1.07], [3.60, 5.05, 2.04], [-0.82, -2.43, -6.30], [0.40, 5.98, -3.73], [-1.39, -1.09, -4.29], [3.14, 4.06, 4.31], [-1.32, -1.62, 4.86], [1.17, 3.52, -3.06], [-3.09, -3.81, 0.54], [3.74, -2.76, 4.26], [-3.44, -4.08, -4.50], [-1.17, -0.11, -0.31], [1.45, 3.48, 2.38], [4.22, -3.20, 2.87], [-0.93, -3.07, 5.04], [-1.25, 3.94, -4.07], [-0.45, 2.86, -4.80], [0.50, 2.34, -3.72], [0.31, -0.19, -0.05], [0.49, 5.81, 2.31], [-3.37, -2.03, -5.80], [1.55, 5.97, 3.36], [0.19, 4.32, 2.19], [-2.02, -3.60, -4.19], [3.88, -0.53, 3.10], [3.25, -1.29, 4.23], [-1.72, -4.37, 0.41], [-4.26, -2.84, -4.84], [0.84, 6.24, 1.37], [-2.03, -1.36, 5.65], [-3.62, -1.00, -6.03], [-0.11, 1.76, -3.02], [-1.81, 4.62, -4.71], [2.10, 6.90, 3.41], [1.22, 1.58, -4.05], [2.89, -3.41, 4.50], [-3.78, -4.63, 0.32], [-0.37, 4.07, 1.28], [2.01, 3.97, -3.58], [0.63, -1.22, -0.10], [5.30, -3.37, 2.93], [-1.98, -3.19, -3.18], [-1.73, -0.20, 0.61], [-3.41, -3.51, 1.54], [3.79, -4.07, 2.39], [3.26, 0.25, 2.68], [-0.31, -3.24, 5.92], [-0.45, -0.97, 4.95], [-1.17, -4.28, -4.24], [1.14, 5.73, 4.35], [-1.35, -0.90, -1.03], [-1.93, 3.48, -3.35], [-3.74, -4.65, -3.62], [-0.42, 6.37, 2.55], [1.31, 2.68, 3.08], [4.49, -2.88, 5.04], [-1.16, 2.09, -5.09], [-5.16, -3.01, -5.43], [-1.60, -5.09, 1.22], [0.88, 0.48, -0.67], [3.27, -0.87, 5.24], [4.89, -0.23, 3.35], [-1.79, -3.73, 5.11], [1.92, 3.08, 1.48], [-0.91, -3.67, 0.59], [-0.01, 3.27, -5.71], [-3.35, -2.58, -6.74], [1.45, 3.32, -2.02], [-0.48, 4.00, 2.99], [-4.51, -2.28, -3.94], [-3.39, -4.79, -5.33], [2.16, -1.39, 4.09]]}